# 1
{"formula": "C11H23BrN5O4", "method": "ωB97M-V/def2-TZVPD", "charge": 1, "multiplicity": 1, "homo_ev": -11.98, "energy_ev": -97447.935, "lumo_energy_ev": -5.076, "largest_force_ha_per_bohr": 0.1865, "gap_ev": 6.91, "species": ["Br", "O", "O", "O", "O", "N", "N", "N", "N", "N", "C", "C", "C", "C", "C", "C", "C", "C", "C", "C", "C", "H", "H", "H", "H", "H", "H", "H", "H", "H", "H", "H", "H", "H", "H", "H", "H", "H", "H", "H", "H", "H", "H", "H"], "xyz": [[-5.8521, 0.7318, -0.2507], [2.7476, 3.0860, -2.7687], [2.7373, 1.9942, 1.3558], [0.2984, -2.7873, 3.5022], [-3.4663, 0.8657, 1.4184], [-1.3488, 1.0001, -0.7341], [-0.7063, 0.7813, -3.1592], [-0.2246, -0.8808, 1.4120], [1.5918, 1.9479, -0.8037], [1.1294, 0.7250, -1.2540], [0.0306, -2.2868, 1.0664], [-3.8552, 0.8926, 0.1294], [-0.8048, -3.6090, 3.8524], [-1.2935, -2.9578, 0.7108], [2.8558, 1.8109, 0.0128], [-2.8231, 1.0770, -1.1566], [0.8101, -3.0139, 2.1853], [4.3466, 1.4093, -0.5363], [-0.3440, 0.8222, -1.6901], [0.4729, 4.0784, -2.1924], [1.7014, 2.9802, -1.9032], [4.3568, 0.6364, -1.4168], [-1.2451, 1.6374, -3.4614], [1.8326, -2.6171, 2.1961], [-1.1702, -0.0996, -3.4379], [-0.6550, -0.8704, 2.3414], [-1.7377, -3.1269, 3.5558], [-2.9683, 2.2006, -1.5192], [-1.0996, 1.0697, 0.2924], [0.8992, -4.0886, 1.9833], [0.8646, 5.0790, -2.6630], [-3.1148, 0.3067, -1.9930], [0.6547, -2.3100, 0.1640], [-1.1692, -4.0404, 0.6046], [-0.7328, -4.6083, 3.4123], [4.8195, 2.4137, -0.9756], [-0.1862, 3.5607, -3.0418], [-0.8199, -3.7115, 4.9413], [1.7212, 0.3506, -2.0315], [-0.2424, 4.2134, -1.2748], [0.6717, -0.4140, 1.5580], [-1.6728, -2.5700, -0.2430], [5.0625, 1.0982, 0.3560], [-2.0719, -2.7763, 1.4561]]}

---

# 2
{"formula": "C11H23BrNO2P2W", "method": "ωB97M-V/def2-TZVPD", "charge": 3, "multiplicity": 3, "homo_ev": [-19.17, -19.16], "energy_ev": -107782.001, "lumo_energy_ev": [-13.253, -12.533], "s_squared": 2.052, "largest_force_ha_per_bohr": 0.1061, "gap_ev": [5.92, 6.63], "species": ["W", "Br", "P", "P", "O", "O", "N", "C", "C", "C", "C", "C", "C", "C", "C", "C", "C", "C", "H", "H", "H", "H", "H", "H", "H", "H", "H", "H", "H", "H", "H", "H", "H", "H", "H", "H", "H", "H", "H", "H", "H"], "xyz": [[0.0461, 0.1963, -0.2628], [0.0464, 1.4621, 1.8406], [-2.1574, 0.5949, -0.8485], [1.9686, -1.0368, 0.1648], [-0.6191, 4.6729, -0.9352], [1.7381, 3.2981, -2.6253], [-0.1249, -1.1418, -1.9096], [-2.0947, 1.9790, -1.9691], [2.2367, -1.1815, -1.6546], [-1.3055, -1.4764, -2.4911], [-3.2763, 0.8528, 0.5078], [1.0256, -2.4610, -3.5343], [-2.5241, -0.8877, -1.8253], [3.2444, 0.0224, 0.8350], [-0.1859, -2.8230, -4.1295], [-1.3563, -2.3423, -3.5684], [1.0222, -1.6655, -2.4055], [1.9718, -2.6291, 0.9721], [2.3198, 3.6035, -3.3350], [-0.2007, -3.4678, -5.0000], [-1.1880, 5.4578, -1.0925], [1.8078, -2.4763, 2.0512], [-2.9710, -1.6297, -1.1365], [-0.4763, 4.6777, 0.0390], [2.9748, 0.3254, 1.8564], [-3.0972, 2.0687, -2.4096], [2.5498, -0.1881, -2.0294], [-2.9351, 1.6967, 1.1261], [4.1823, -0.5459, 0.8565], [1.9945, -2.8173, -3.8816], [3.3761, 0.9169, 0.2103], [2.9455, -3.1133, 0.8213], [-3.3313, -0.0518, 1.1321], [-1.3731, 1.7721, -2.7742], [-2.3417, -2.5755, -3.9624], [1.3221, 4.0936, -2.2300], [-3.3023, -0.6202, -2.5562], [-1.8100, 2.9314, -1.4853], [3.0906, -1.8560, -1.7773], [1.1748, -3.2661, 0.5587], [-4.2709, 1.0733, 0.1006]]}

---

# 3
{"formula": "C11H23CoINO2P2", "method": "ωB97M-V/def2-TZVPD", "charge": 2, "multiplicity": 5, "homo_ev": [-14.62, -15.12], "relative_energy_kj_mol": 17.9, "energy_ev": -81651.714, "lumo_energy_ev": [-7.106, -10.773], "s_squared": 6.022, "largest_force_ha_per_bohr": 0.1029, "gap_ev": [7.51, 4.34], "species": ["I", "Co", "P", "P", "O", "O", "N", "C", "C", "C", "C", "C", "C", "C", "C", "C", "C", "C", "H", "H", "H", "H", "H", "H", "H", "H", "H", "H", "H", "H", "H", "H", "H", "H", "H", "H", "H", "H", "H", "H", "H"], "xyz": [[1.3199, 1.6188, -0.5823], [-0.3721, -0.1535, -0.0303], [0.7065, -1.4568, -1.4075], [-1.6735, 1.0878, 1.1054], [-2.4788, -1.4711, -2.8290], [-1.2252, 0.7165, -2.5679], [-1.5357, -1.6664, 0.4724], [-3.1333, -2.6299, 1.8684], [1.1416, -0.9647, -3.0734], [-3.1360, -3.8084, 1.1286], [-0.6097, -2.6769, -1.4631], [-2.3363, -1.5496, 1.5438], [-3.0554, 1.6593, 0.0844], [-1.1763, 2.4289, 2.1755], [-2.3313, -3.8519, 0.0035], [2.0811, -2.3557, -0.6508], [-2.3936, -0.2204, 2.2159], [-1.4786, -2.7960, -0.2505], [-3.7718, -4.6688, 1.4025], [-3.9379, 1.7900, 0.7153], [1.2802, -1.8068, -3.7521], [2.3611, -3.2509, -1.2551], [-0.3724, 2.0935, 2.8482], [-1.7249, -0.4097, -2.9171], [-0.7924, 3.2426, 1.5418], [-3.2296, 0.9335, -0.7220], [2.0659, -0.4140, -2.9500], [-1.8192, -0.2340, 3.1642], [-2.2382, -4.7165, -0.6308], [-0.6251, 0.8619, -1.5585], [2.8518, -1.5509, -0.6639], [-3.4474, 0.0168, 2.4023], [-1.7227, 1.4531, -2.9888], [1.7602, -2.6332, 0.3801], [-0.3345, -3.7034, -1.8662], [-2.0377, 2.7861, 2.7656], [-2.7480, 2.6130, -0.3619], [-1.2937, -2.1531, -2.1114], [0.3791, -0.2821, -3.4570], [-3.7961, -2.4874, 2.6871], [-2.2179, -1.9178, -3.7254]]}

---

# 4
{"formula": "C11H23CoN2O5P2", "method": "ωB97M-V/def2-TZVPD", "charge": 1, "multiplicity": 4, "homo_ev": [-9.50, -11.80], "relative_energy_kj_mol": 247.0, "energy_ev": -81192.009, "lumo_energy_ev": [-3.156, -5.336], "s_squared": 3.804, "largest_force_ha_per_bohr": 0.0902, "gap_ev": [6.35, 6.47], "species": ["Co", "P", "P", "O", "O", "O", "O", "O", "N", "N", "C", "C", "C", "C", "C", "C", "C", "C", "C", "C", "C", "H", "H", "H", "H", "H", "H", "H", "H", "H", "H", "H", "H", "H", "H", "H", "H", "H", "H", "H", "H", "H", "H", "H"], "xyz": [[-0.1511, 0.0305, 0.6926], [1.8624, -0.7264, 1.0168], [-2.2015, 0.6181, 0.0903], [0.2357, 3.2814, 0.1018], [2.3776, 2.1990, -1.7333], [0.3467, 1.2939, 2.0381], [-0.6376, -0.5809, 3.2358], [-0.0019, 1.1492, 4.5118], [-0.1948, -1.1047, -0.8719], [-0.3211, 0.5876, 3.4986], [-1.3807, -2.2745, -2.5750], [2.1648, -1.1361, -0.6812], [-1.3395, -1.3840, -1.5083], [1.0279, -1.4542, -1.4496], [-2.6101, -0.8465, -0.9033], [-3.4677, 0.8554, 1.3721], [-2.3468, 1.9753, -1.0828], [1.0267, -2.1843, -2.6688], [3.1220, 0.4035, 1.6770], [-0.1708, -2.6554, -3.1835], [1.9587, -2.3105, 1.8832], [-2.3508, -2.6308, -2.9261], [3.0012, -2.6555, 1.8174], [-0.0078, 1.9728, 1.3915], [-1.5414, 1.8809, -1.8164], [2.6043, 2.4677, -2.6283], [-3.3205, 1.9274, -1.5861], [0.7619, 2.9695, -0.6252], [-3.3694, -0.5922, -1.6417], [-3.1856, 1.7524, 1.9543], [-4.4586, 1.0038, 0.9018], [1.2974, -3.0117, 1.3597], [-0.2084, -3.2951, -4.0602], [1.9819, -2.4619, -3.1245], [-2.2166, 2.9162, -0.5418], [1.6420, -2.2237, 2.9265], [-3.0391, -1.6015, -0.2402], [2.5583, 1.2885, -1.6650], [-3.4768, -0.0256, 2.0391], [2.8231, 0.7144, 2.6945], [4.0844, -0.1351, 1.7183], [3.1435, -1.1620, -1.1060], [0.7881, 3.8673, 0.6650], [3.1900, 1.2977, 1.0326]]}

---

# 5
{"formula": "C11H23CrINO2P2", "method": "ωB97M-V/def2-TZVPD", "charge": 1, "multiplicity": 5, "homo_ev": [-10.56, -9.21], "energy_ev": -72457.392, "lumo_energy_ev": [-3.234, -5.557], "s_squared": 6.097, "largest_force_ha_per_bohr": 0.0457, "gap_ev": [7.32, 3.65], "species": ["I", "Cr", "P", "P", "O", "O", "N", "C", "C", "C", "C", "C", "C", "C", "C", "C", "C", "C", "H", "H", "H", "H", "H", "H", "H", "H", "H", "H", "H", "H", "H", "H", "H", "H", "H", "H", "H", "H", "H", "H", "H"], "xyz": [[3.4412, 0.1863, 0.6605], [0.9523, 0.2485, 0.0470], [0.4680, 2.2626, 1.0742], [1.1743, -1.4821, -1.5569], [-0.8713, -1.0842, 3.8017], [1.7762, -2.2345, 2.0312], [-0.9878, 0.2826, -0.6649], [0.7354, -3.0954, -0.7905], [-3.6818, 0.2656, -1.3592], [-2.7267, -0.3703, -2.1722], [-0.3488, -1.1442, -2.5399], [-1.3889, -0.3959, -1.7456], [-3.2720, 0.8413, -0.1825], [1.2830, 2.6556, 2.6233], [2.4458, -1.8895, -2.7612], [-1.9142, 0.9714, 0.1452], [-1.3298, 1.9023, 1.1126], [0.4060, 3.7112, -0.0106], [-3.0110, -0.8177, -3.1196], [2.5570, -1.0897, -3.4931], [-0.7237, -2.1121, -2.8928], [2.3313, 2.9326, 2.4913], [3.3770, -1.9774, -2.2060], [2.2885, -2.8250, -3.3053], [-3.9808, 1.3699, 0.4366], [1.3687, 4.1342, -0.3164], [0.7576, -3.8804, -1.5560], [-1.8716, 2.0887, 2.0705], [-1.4756, -0.5618, 3.3139], [-0.8344, -0.6166, 4.6825], [-0.0618, -0.5380, -3.4201], [-0.1419, 3.4727, -0.9303], [1.2790, 1.7889, 3.2834], [1.3990, -3.3368, 0.0508], [-0.2838, -2.9748, -0.4104], [-0.1596, 4.4863, 0.5195], [2.3484, -1.9851, 2.7592], [-4.7143, 0.3304, -1.6856], [0.8092, -2.1429, 2.2126], [1.8105, -0.8615, 0.6945], [0.7712, 3.4849, 3.1083]]}

---

# 6
{"formula": "C11H23MoN2O3S5", "method": "ωB97M-V/def2-TZVPD", "charge": 1, "multiplicity": 3, "homo_ev": [-11.77, -12.59], "energy_ev": -76930.053, "lumo_energy_ev": [-4.405, -5.770], "s_squared": 2.048, "largest_force_ha_per_bohr": 0.0152, "gap_ev": [7.37, 6.82], "species": ["Mo", "S", "S", "S", "S", "S", "O", "O", "O", "N", "N", "C", "C", "C", "C", "C", "C", "C", "C", "C", "C", "C", "H", "H", "H", "H", "H", "H", "H", "H", "H", "H", "H", "H", "H", "H", "H", "H", "H", "H", "H", "H", "H", "H", "H"], "xyz": [[0.1739, 0.1008, 0.3216], [0.5893, -2.5901, -1.5690], [2.1406, 0.4443, -0.3368], [-0.9239, -0.3181, 2.8527], [-1.9292, -1.0300, -0.6734], [-0.7796, 2.0004, -0.8670], [-1.0608, 0.8833, 1.9418], [-0.1393, -1.2418, 1.9445], [-0.3447, -0.0544, 4.1212], [0.9905, 3.9314, -1.0755], [0.1242, 3.5105, 1.0890], [3.0099, 4.4867, -3.1789], [1.6164, 2.3227, 3.4064], [0.9002, 3.6720, 3.3767], [0.9168, 4.3377, 2.0134], [2.3668, 5.5473, -2.2831], [4.1771, 3.7558, -2.5237], [-0.4049, -1.5340, -0.9399], [0.2374, 3.2757, -0.2039], [3.1113, 2.4192, 3.1199], [-2.5028, -1.0112, 3.0719], [1.9422, 5.0470, -0.9119], [0.4878, 5.3387, 2.0684], [2.8131, 4.7041, -0.3555], [-0.1351, 3.5632, 3.7153], [1.1535, 1.6428, 2.6776], [3.3154, 2.6809, 2.0773], [-2.3625, -1.9655, 3.5767], [4.6948, 3.1223, -3.2424], [1.4618, 5.8472, -0.3538], [3.5864, 3.1743, 3.7503], [-0.6152, 2.9681, 1.5273], [-3.0625, -0.3238, 3.7034], [3.0869, 6.3505, -2.1109], [3.3498, 4.9838, -4.0885], [1.3790, 4.3654, 4.0728], [0.9642, 3.5228, -2.0003], [4.9070, 4.4618, -2.1212], [3.6108, 1.4701, 3.3110], [-2.9775, -1.1406, 2.1029], [2.2650, 3.7604, -3.5242], [1.4447, 1.8593, 4.3791], [1.9294, 4.4154, 1.6459], [1.5074, 5.9984, -2.7850], [3.8502, 3.1098, -1.7043]]}